Here is a structure of composition C2H2EuFLiO from the OMol25 dataset. Energies are from ωB97M-V with the def2-TZVPD basis set.

Its LUMO energy (spin up / spin down) is -9.16 / -9.11 eV. Its spin multiplicity is 8. The value obtained for the HOMO-LUMO gap (spin up / spin down) is 6.2180 / 6.2669 eV. Its net charge is +2. As for the expectation value of S²: 15.76. The calculation puts the total energy at -969.62799 Eh.

Last column: Löwdin charge in e.
Element x y z (Å)
C  3.12316  0.04472  -0.23533  -0.03
F  3.41352  -1.18050  -0.36931  0.09
H  4.03854  0.64038  -0.41442  0.06
C  -1.93843  0.45341  0.28283  -0.38
O  -2.48216  -0.61813  -0.01410  -0.30
Eu  0.64284  0.79225  0.25312  1.68
Li  -4.14648  -1.39363  -0.09253  0.88
H  -2.65101  1.26151  0.58976  0.01

Force components x, y, z for each atom (eV/Å):
0.5 0.1 -0.3
0.3 -0.4 0.0
0.1 -0.2 0.0
0.3 0.3 0.1
-0.5 -0.4 -0.1
-0.7 0.6 0.3
0.1 0.0 0.0
-0.1 -0.1 0.0